Record 1
DFT (wB97M-V/def2-TZVPD) results for 2 unconnected molecules or ions with the total composition CO3PS at a distorted geometry.

```
6
Properties=species:S:1:pos:R:3:forces:R:3:lowdin_charge:R:1
C -2.653 -0.108 -0.195 0.44 1.89 -1.55 -0.90
O -2.523 0.916 -0.723 -0.18 -0.46 0.68 0.10
O 1.903 0.740 1.100 -0.81 0.53 0.97 -0.63
O 3.795 0.045 -0.460 -2.38 -0.47 0.24 -0.68
P 2.293 -0.066 -0.075 3.15 -0.08 -1.21 0.34
S -2.815 -1.528 0.353 -0.21 -1.41 0.87 0.78
```
Forces are in eV/Å.

As for the HOMO-LUMO gap: 6.400 eV. Its net charge is -1. The spin multiplicity is 1.


Record 2
DFT (wB97M-V/def2-TZVPD) results for 2 unconnected molecules or ions with the total composition C8H9ClFN2O2 at a distorted geometry.

```
23
Properties=species:S:1:pos:R:3:forces:R:3:lowdin_charge:R:1
C 2.007 1.285 0.017 -0.66 -2.29 -0.28 -0.04
C 0.647 1.251 -0.164 -0.15 0.93 -0.24 -0.11
C 0.459 -0.103 -0.413 -1.99 -3.08 -0.93 -0.02
C -0.345 2.485 -0.250 0.27 -1.20 -0.22 -0.72
C -2.499 -0.780 1.533 -3.34 -4.95 -2.14 -0.09
C 3.944 -0.296 -0.190 -1.31 -0.34 -2.45 -0.04
C -2.814 -0.706 0.010 -0.83 -3.16 0.76 -0.28
C -1.720 -1.285 -0.802 2.02 1.46 -1.88 -0.66
N 1.543 -0.899 -0.460 -1.13 1.79 1.08 0.06
N 2.503 -0.003 -0.064 0.76 1.30 -0.37 -0.24
O -1.484 2.217 0.136 -1.12 -0.48 0.61 -0.05
O 0.078 3.527 -0.742 0.99 0.56 -0.15 -0.04
F -2.083 -1.160 -2.148 0.74 0.15 0.99 -0.09
Cl -1.306 -2.996 -0.614 -0.11 0.48 0.39 0.61
H 2.636 2.108 0.050 1.10 1.35 0.42 0.10
H -1.971 -1.723 1.817 -0.13 1.00 -0.27 0.07
H -3.518 -0.884 1.926 0.34 0.31 0.71 0.07
H -2.074 0.071 1.789 2.24 3.77 1.50 0.00
H 4.256 -0.035 -1.262 -0.28 -0.64 1.26 0.10
H 4.538 0.356 0.427 0.04 -0.14 0.73 0.06
H 4.019 -1.385 -0.035 0.51 0.65 0.15 0.08
H -3.043 0.290 -0.219 0.24 1.50 -0.73 0.07
H -3.772 -1.335 -0.343 1.80 1.04 1.06 0.15
```
Forces are in eV/Å.

As for the HOMO-LUMO gap (spin up / spin down): 7.729 / 7.632 eV. Its net charge is -1. The spin multiplicity is 1.


Relative energy (zero: lowest compared OMol25 entry of this formula, charge and spin) / kcal per mole: 3.9; 0.0